53
Properties=species:S:1:pos:R:3 method="wB97M-V/def2-TZVPD" charge=0 lumo_energy_ev=0.600 homo_lumo_gap_ev=8.695 multiplicity=1
C 8.40 0.01 -0.57
C 6.92 0.11 -0.39
C 6.08 -0.94 -0.77
C 4.72 -0.84 -0.59
C 4.16 0.31 -0.02
N 2.76 0.35 0.14
N 2.07 1.51 0.12
C 0.80 1.22 0.29
C 0.61 -0.17 0.42
C -0.42 -1.10 0.62
N -1.70 -0.73 0.79
C -2.79 -1.67 0.87
C -3.35 -2.04 -0.51
C -3.84 -0.81 -1.27
N -4.69 0.04 -0.45
C -6.01 -0.53 -0.23
C -6.79 0.38 0.73
O -6.92 1.68 0.21
C -5.65 2.23 -0.04
C -4.84 1.37 -1.02
N -0.12 -2.40 0.69
C 1.15 -2.76 0.58
N 2.21 -2.00 0.39
C 1.92 -0.70 0.32
C 4.98 1.37 0.37
C 4.44 2.61 1.00
C 6.35 1.24 0.17
H 8.86 -0.38 0.35
H 8.65 -0.67 -1.38
H 8.84 0.98 -0.77
H 6.50 -1.83 -1.20
H 4.07 -1.65 -0.87
H 0.08 2.01 0.30
H -1.94 0.23 0.63
H -2.40 -2.57 1.35
H -3.58 -1.23 1.48
H -2.56 -2.52 -1.09
H -4.16 -2.76 -0.38
H -4.36 -1.13 -2.19
H -2.98 -0.21 -1.58
H -5.90 -1.52 0.22
H -6.57 -0.63 -1.17
H -7.80 0.00 0.87
H -6.27 0.41 1.70
H -5.82 3.23 -0.46
H -5.09 2.32 0.90
H -3.86 1.82 -1.17
H -5.37 1.35 -1.99
H 1.34 -3.83 0.65
H 3.74 2.37 1.80
H 3.90 3.20 0.26
H 5.25 3.21 1.41
H 6.99 2.06 0.47


56
Properties=species:S:1:pos:R:3 method="wB97M-V/def2-TZVPD" charge=+3 lumo_energy_ev=-8.661 homo_lumo_gap_ev=6.071 multiplicity=1
Pb -0.01 0.03 -1.53
O -5.81 2.73 -1.71
C -4.56 2.34 -1.59
C -3.45 3.20 -1.62
C -2.19 2.67 -1.51
N -1.98 1.35 -1.36
C -3.05 0.55 -1.32
Br -2.63 -1.28 -1.04
C -4.35 0.96 -1.43
H -5.90 3.69 -1.80
H -3.58 4.27 -1.73
H -1.32 3.30 -1.54
H -5.17 0.26 -1.43
C -1.09 -2.44 -4.10
C -1.12 -0.99 -4.45
N -0.54 0.00 -3.77
C -0.82 1.18 -4.46
C -1.58 0.88 -5.54
N -1.75 -0.49 -5.52
C -2.76 -1.20 -6.28
N -3.88 -1.49 -5.40
N -4.02 -0.83 -4.23
N -5.05 -1.28 -3.62
C -5.65 -2.24 -4.41
C -6.80 -3.01 -4.19
C -7.14 -3.90 -5.18
C -6.36 -4.05 -6.35
C -5.23 -3.30 -6.58
C -4.89 -2.39 -5.57
H -0.37 -2.63 -3.30
H -0.76 -3.02 -4.96
H -2.07 -2.79 -3.80
H -0.43 2.14 -4.16
H -1.99 1.50 -6.31
H -2.36 -2.13 -6.68
H -3.06 -0.56 -7.12
H -7.40 -2.89 -3.30
H -8.02 -4.52 -5.06
H -6.67 -4.76 -7.09
H -4.65 -3.41 -7.49
C 10.10 3.06 10.09
Si 9.27 1.47 9.72
C 6.98 1.67 9.95
C 9.83 -0.07 10.53
C 7.82 1.45 8.65
H 10.40 3.13 11.14
H 9.48 3.92 9.82
H 11.01 3.11 9.49
H 7.58 1.80 10.89
H 6.35 0.81 10.18
H 6.39 2.58 9.90
H 10.08 0.09 11.57
H 10.74 -0.40 10.02
H 9.09 -0.87 10.44
H 7.72 2.28 7.96
H 7.59 0.51 8.17


17
Properties=species:S:1:pos:R:3 method="wB97M-V/def2-TZVPD" charge=+1 lumo_energy_ev="-3.853 / -5.436" s_squared=2.008 homo_lumo_gap_ev="6.890 / 7.667" multiplicity=3
C -1.11 -1.25 -0.10
C -1.38 -0.19 1.03
C -0.41 0.89 1.19
C 0.96 -0.03 -2.49
N -0.22 -1.09 -0.91
N 0.88 -0.68 -1.26
N 0.77 0.69 1.91
H -1.86 -1.99 -0.16
H -2.32 0.20 0.65
H -1.42 -0.75 2.01
H -0.32 1.56 0.28
H 0.38 -0.59 -3.31
H 0.61 1.10 -2.50
H 2.04 -0.03 -2.75
H 1.52 0.19 1.43
H 0.67 0.29 2.88
H 1.22 1.67 2.09


30
Properties=species:S:1:pos:R:3 method="wB97M-V/def2-TZVPD" charge=-2 lumo_energy_ev=2.927 homo_lumo_gap_ev=2.380 multiplicity=1
O 1.43 1.66 -3.50
C 0.41 1.06 -3.21
O -0.56 0.73 -4.15
C -1.69 0.32 -3.48
O -2.68 -0.12 -4.04
C -1.43 0.40 -2.06
C -2.45 0.13 -1.03
F -2.04 0.50 0.18
F -3.59 0.84 -1.31
F -2.84 -1.15 -0.96
C -0.10 0.71 -1.90
C 0.78 0.80 -0.70
O 0.67 1.63 0.15
C 1.90 -0.27 -0.62
F 3.09 0.36 -0.63
F 1.88 -1.08 -1.70
C 1.91 -1.16 0.67
F 2.53 -2.32 0.36
F 2.63 -0.56 1.62
C 0.52 -1.43 1.26
F 0.08 -0.33 1.86
F -0.30 -1.75 0.23
C 0.42 -2.58 2.28
O 1.24 -3.43 2.48
O -0.73 -2.55 2.98
H -1.32 -1.88 2.62
C 0.09 2.86 3.17
O 1.01 2.41 3.91
O 0.20 3.95 2.49
O -1.04 2.25 3.03